1.
ORCA calculation (the ωB97M-V functional and the def2-TZVPD basis) on C49H53EuN3P4S2SeSi as an isolated structure at a distorted geometry.

```
114
Properties=species:S:1:pos:R:3:forces:R:3
Eu 0.388844 0.176390 0.934468 0.351 0.021 0.141
C 2.990441 3.840494 2.617219 -0.155 -0.062 -0.065
P 2.742964 2.039406 2.218762 0.239 0.180 0.349
C 3.066419 1.268598 3.868123 -0.006 0.046 -0.111
C 4.367383 1.836358 1.383374 -0.098 -0.075 -0.144
C 5.570611 1.790028 2.077257 0.057 0.018 -0.057
C 6.766188 1.576521 1.404083 -0.030 0.033 0.040
C 6.761078 1.437688 0.025448 0.035 0.002 -0.055
C 5.566212 1.510183 -0.678442 0.008 0.032 0.031
C 4.360000 1.699171 -0.012542 -0.033 0.044 0.178
P 2.724702 1.686007 -0.869287 0.259 0.131 -0.436
C 2.738614 3.430197 -1.507660 -0.089 -0.060 0.112
C 3.159115 0.846593 -2.440027 0.002 0.095 0.046
H 3.873853 3.981803 3.243668 0.013 0.023 -0.007
H 2.112073 4.241381 3.120023 0.074 -0.007 0.005
H 3.137135 4.380701 1.679171 0.007 0.013 0.019
H 3.463867 1.989825 4.585075 0.015 -0.012 0.004
H 3.769441 0.448133 3.740587 0.007 -0.061 0.011
H 2.138693 0.853033 4.261163 -0.016 -0.005 -0.004
H 5.579977 1.895222 3.156445 -0.022 -0.031 -0.009
H 7.695609 1.507093 1.957561 -0.013 0.004 -0.007
H 7.687977 1.257140 -0.507341 -0.014 0.005 0.011
H 5.587408 1.383260 -1.752955 -0.028 -0.019 0.000
H 3.721689 3.687262 -1.907283 -0.018 0.020 -0.019
H 2.478994 4.129565 -0.710424 0.004 0.006 -0.035
H 1.995393 3.513306 -2.304295 -0.005 0.034 0.043
H 3.890134 1.415870 -3.019774 0.020 -0.043 0.000
H 2.257335 0.727713 -3.041087 -0.022 -0.050 0.034
H 3.546698 -0.146289 -2.214846 -0.034 -0.070 -0.060
C -4.420340 0.605312 -2.949105 0.279 -0.028 0.278
C -4.588297 0.670819 -1.415005 0.424 -0.150 -0.319
P -3.098736 1.092544 -0.321410 -0.533 -0.148 -0.284
C -3.902715 0.412479 1.184604 0.123 0.024 -0.076
C -5.074915 0.900247 1.752943 0.031 0.014 0.058
C -5.688904 0.206192 2.784121 -0.005 0.047 0.003
C -5.137500 -0.980298 3.254637 -0.034 0.020 0.000
C -3.970671 -1.474138 2.692643 0.012 -0.049 0.009
C -3.358450 -0.780198 1.657531 -0.053 0.172 0.061
C -3.240574 2.940581 -0.298593 0.292 -0.092 -0.100
C -2.008578 3.596721 -0.203255 -0.064 0.050 0.011
C -1.906292 4.972061 -0.341360 -0.041 0.010 -0.012
C -3.045838 5.727308 -0.584050 0.061 -0.012 0.049
C -4.277706 5.096703 -0.666638 -0.074 -0.002 -0.010
C -4.373865 3.717145 -0.530540 0.002 -0.016 0.123
C -3.937692 -0.750629 -3.496909 -0.033 0.191 0.150
P -2.261589 -1.302140 -2.896269 -0.287 0.269 0.067
C -1.313022 -0.165330 -4.006004 0.041 -0.216 0.033
C -1.177360 -0.352213 -5.378772 0.096 0.061 -0.009
C -0.537809 0.601079 -6.160177 -0.025 -0.045 -0.086
C -0.038580 1.761399 -5.586211 0.003 0.031 0.093
C -0.157331 1.952159 -4.216067 -0.051 -0.017 -0.066
C -0.775050 0.986385 -3.433289 -0.064 0.025 0.027
C -2.196080 -2.963028 -3.685459 0.101 0.051 0.127
C -2.847265 -3.357886 -4.852530 -0.018 -0.076 -0.028
C -2.758449 -4.669122 -5.301195 -0.042 0.045 -0.096
C -2.013087 -5.602719 -4.595111 0.057 0.003 0.078
C -1.370073 -5.226328 -3.424166 -0.073 -0.027 -0.082
C -1.474828 -3.920490 -2.968479 0.052 0.033 -0.043
H -3.757764 1.408888 -3.285167 -0.001 -0.005 -0.080
H -5.401527 0.788210 -3.396999 0.021 0.134 -0.030
H -4.947292 -0.299969 -1.068241 0.004 0.001 0.115
H -5.351192 1.405374 -1.166235 -0.183 -0.107 0.030
H -5.490223 1.842867 1.413004 -0.012 -0.028 -0.003
H -6.595789 0.596686 3.231767 0.023 0.005 0.007
H -5.616108 -1.509000 4.070634 0.027 -0.008 -0.017
H -3.522889 -2.388134 3.063086 0.022 0.036 -0.004
H -2.444689 -1.163172 1.216736 0.013 -0.088 0.015
H -1.118570 3.016505 0.013391 0.022 -0.029 -0.056
H -0.935037 5.448148 -0.275809 -0.028 -0.009 0.052
H -2.974059 6.802866 -0.696708 -0.007 -0.023 -0.021
H -5.172645 5.680307 -0.851554 0.009 -0.018 0.030
H -5.354220 3.261896 -0.589583 0.006 -0.011 -0.073
H -3.907540 -0.696861 -4.587618 -0.166 -0.015 -0.050
H -4.663405 -1.518318 -3.208319 0.048 -0.048 -0.020
H -1.550216 -1.256921 -5.843495 0.003 -0.008 0.016
H -0.423408 0.435626 -7.225764 -0.012 -0.013 0.020
H 0.448032 2.509245 -6.201141 0.016 -0.019 0.003
H 0.231512 2.849645 -3.748989 0.015 -0.019 -0.024
H -0.834751 1.122059 -2.361248 -0.027 -0.027 0.039
H -3.439990 -2.652177 -5.422607 0.013 0.026 0.028
H -3.270951 -4.962025 -6.211087 0.010 0.012 0.011
H -1.932924 -6.619816 -4.960726 -0.008 0.001 0.019
H -0.777183 -5.941267 -2.867987 -0.011 0.012 0.003
H -0.974708 -3.632576 -2.051126 -0.008 0.017 -0.037
S 0.290160 -2.153441 2.625837 -0.156 -0.077 0.133
C 1.911393 -2.324996 3.224292 -0.023 -0.095 0.005
C 2.117923 -2.952909 4.458658 0.053 -0.018 0.032
C 3.384635 -3.145272 4.998791 0.117 0.063 -0.085
C 3.538939 -3.763165 6.280560 -0.019 -0.084 0.124
N 3.663324 -4.260525 7.313159 -0.035 0.033 -0.083
C 4.514500 -2.718642 4.275423 -0.158 0.023 -0.052
C 4.328094 -2.100414 3.042667 -0.053 -0.074 0.112
C 3.056131 -1.868980 2.506006 0.122 0.040 -0.087
S 2.932278 -1.033685 0.990467 0.410 -0.318 0.163
C 5.836212 -2.886397 4.796176 0.132 0.015 0.060
N 6.906978 -3.000617 5.208169 -0.077 -0.011 -0.051
H 1.252485 -3.296078 5.010422 0.003 0.022 0.003
H 5.189858 -1.771259 2.475542 -0.003 0.019 0.016
Se 1.810228 -2.647351 -3.184675 0.458 -0.532 -0.643
C 1.059932 -1.609110 -1.977768 -0.610 0.714 0.624
N 0.526811 -0.893169 -1.222110 0.068 -0.524 -0.968
C -1.214641 0.466258 4.581157 -0.026 0.093 0.050
Si -0.952712 1.750718 3.162072 -0.636 0.772 0.846
C -2.656319 2.705828 3.283976 -0.035 -0.010 -0.003
C 0.017405 3.091988 4.195577 0.090 -0.086 0.016
H -1.723311 0.925808 5.441952 0.038 0.039 -0.068
H -0.262161 0.054323 4.929167 -0.020 -0.039 -0.040
H -1.814422 -0.381525 4.243310 0.025 -0.030 0.029
H -3.419015 2.078339 3.755318 -0.019 -0.034 -0.031
H -3.054167 3.040071 2.324984 -0.069 0.016 -0.025
H -2.541884 3.601099 3.908710 0.026 -0.065 0.006
H -0.517777 3.275566 5.136762 -0.023 -0.041 -0.046
H 0.071034 4.047573 3.661063 -0.029 -0.038 -0.009
H 1.035463 2.794304 4.458254 -0.030 0.071 0.021
```
Forces are in eV/Å.

The value obtained for the LUMO energy (alpha / beta) is 3.748 / 3.748 eV. The molecular weight is 1131.024 g/mol. As for the expectation value of S²: 15.76. For the energy above the lowest of the compared OMol25 structures with the same formula, charge and spin, the calculation gives 0.0 kcal/mol. The net charge is -2. The spin multiplicity is 8. For the total energy, the calculation gives -207526.2792 eV. The HOMO-LUMO gap (alpha / beta) is 0.1962 / 0.2022 Eh.



2.
ORCA calculation (the ωB97M-V functional and the def2-TZVPD basis) on C49H53GaGe2O3S5Se4 as an isolated structure.

```
117
Properties=species:S:1:pos:R:3:forces:R:3
Ga -1.000983 -3.551358 -1.730567 -0.255 0.698 -0.038
Se -3.568293 -4.489286 -2.108136 0.203 -0.081 0.142
Se -3.483618 -5.894086 -3.965105 0.045 0.013 -0.087
Se -1.250715 -6.610395 -3.888005 -0.125 -0.089 0.085
Se -0.155301 -4.581579 -3.796492 0.069 0.215 0.298
C 0.593902 5.968913 -3.300909 0.010 -0.080 0.019
C 1.359060 4.770072 -2.794961 -0.012 0.021 -0.022
C 1.709428 3.730334 -3.644643 -0.012 -0.039 0.007
C 2.388330 2.603077 -3.183849 -0.100 -0.097 0.004
C 2.688896 1.455442 -4.116622 -0.053 0.045 0.065
C 2.724037 2.527676 -1.831105 -0.065 -0.212 0.028
C 2.370842 3.559297 -0.954825 -0.037 -0.034 0.053
C 2.664171 3.434312 0.518693 -0.065 -0.030 -0.004
C 1.700671 4.668845 -1.450225 -0.073 0.038 0.028
C 3.564601 1.401734 -1.304222 0.088 -0.211 -0.039
C 4.940017 1.630023 -1.405097 -0.061 -0.094 0.055
C 5.859656 0.723140 -0.905151 -0.082 -0.002 0.006
C 5.396098 -0.404786 -0.251098 0.000 0.001 0.030
C 4.028809 -0.655282 -0.132865 0.045 -0.126 0.188
C 3.088386 0.218358 -0.697904 -0.001 0.321 -0.253
Ge 1.211473 -0.439882 -0.824270 -0.136 0.359 -0.174
S 1.108869 -2.041373 -2.248838 -0.216 0.034 0.104
S 0.200049 -0.563188 1.192790 -0.105 -0.292 -0.059
Ge -1.579719 -0.073107 -0.116928 0.152 0.005 -0.022
S -2.465384 -1.810296 -1.079079 -0.134 0.044 0.077
S -0.299688 1.149511 -1.488982 0.437 0.014 -0.102
C -3.036586 1.009894 0.712184 -0.200 0.110 0.126
C -3.002997 1.376820 2.072576 0.028 -0.067 -0.162
C -4.066150 2.080478 2.640701 -0.016 -0.005 -0.047
C -5.164100 2.447316 1.883762 0.016 0.006 0.018
C -5.198778 2.116297 0.539702 -0.022 -0.064 0.015
C -4.163941 1.399312 -0.056153 0.200 0.004 0.035
C -4.286040 1.145030 -1.532215 0.078 -0.042 0.123
C -5.101602 0.124684 -2.032628 0.065 0.015 0.060
C -5.942020 -0.771521 -1.153121 0.114 0.055 -0.030
C -5.123753 -0.104630 -3.406805 0.030 -0.090 0.032
C -4.368431 0.651463 -4.285663 0.020 0.026 -0.082
C -4.323968 0.322199 -5.757211 0.023 0.009 0.066
C -3.629337 1.715457 -3.776042 -0.036 0.026 -0.042
C -3.589657 1.987042 -2.416450 0.096 0.035 0.073
C -2.813027 3.184178 -1.915188 -0.103 -0.042 -0.024
C -1.855452 1.089269 2.996822 -0.058 -0.016 -0.077
C -1.823783 -0.087285 3.746494 -0.016 -0.020 -0.045
C -2.839721 -1.180701 3.522991 0.093 0.013 -0.033
C -0.783399 -0.279146 4.655628 -0.013 -0.028 0.006
C 0.220170 0.661268 4.824382 0.056 -0.002 0.017
C 1.344823 0.437481 5.806203 -0.074 0.014 -0.042
C 0.181289 1.817068 4.048302 -0.005 0.022 0.006
C -0.837656 2.043613 3.133763 -0.024 0.028 -0.007
C -0.809678 3.262777 2.246462 0.032 -0.083 -0.023
C 3.652255 -1.814000 0.748302 0.059 0.011 -0.025
C 3.705804 -3.139237 0.296862 -0.099 0.082 -0.159
C 3.883741 -3.498948 -1.156348 0.136 -0.114 0.170
C 3.513300 -4.167101 1.215119 0.023 -0.228 0.059
C 3.246942 -3.920978 2.552855 -0.038 0.005 -0.020
C 3.028292 -5.064931 3.515818 0.084 0.023 -0.051
C 3.184793 -2.600337 2.979542 -0.016 0.128 0.022
C 3.394698 -1.540638 2.102609 0.065 0.031 0.078
C 3.374288 -0.125090 2.639178 0.020 -0.098 -0.059
H 0.583034 5.997628 -4.391767 0.005 -0.002 0.030
H 1.033063 6.900964 -2.937659 -0.005 -0.013 -0.010
H -0.443998 5.939363 -2.958007 0.024 -0.007 -0.008
H 1.428220 3.781300 -4.693383 0.021 -0.003 0.043
H 2.434700 1.716058 -5.146001 0.016 -0.003 0.052
H 2.104407 0.570326 -3.839101 0.047 0.052 -0.005
H 3.742272 1.168047 -4.076078 -0.036 0.013 0.007
H 3.701632 3.143839 0.699158 -0.044 0.007 0.004
H 2.028420 2.659182 0.966417 0.070 0.055 -0.058
H 2.468638 4.376278 1.033717 -0.021 -0.009 0.000
H 1.414593 5.464958 -0.765470 0.029 -0.052 -0.036
H 5.274869 2.543749 -1.883555 0.010 0.011 -0.003
H 6.924074 0.908205 -0.999500 -0.025 -0.005 -0.007
H 6.091124 -1.106786 0.198371 -0.028 0.016 -0.022
H -4.011402 2.341111 3.692446 0.003 -0.002 -0.013
H -5.984327 2.994637 2.335597 0.023 -0.010 -0.012
H -6.043570 2.408880 -0.075433 0.025 -0.011 0.016
H -5.829676 -0.542353 -0.094710 0.024 0.002 -0.022
H -5.653793 -1.812863 -1.305586 0.048 -0.023 -0.005
H -7.000408 -0.672992 -1.417012 0.054 0.007 0.022
H -5.703956 -0.943187 -3.784070 0.026 0.062 0.022
H -5.058297 -0.443482 -6.011611 0.016 0.035 0.014
H -3.337902 -0.063065 -6.030561 -0.045 0.016 0.024
H -4.517205 1.207314 -6.369473 0.007 -0.024 0.015
H -3.055477 2.342638 -4.455279 -0.040 -0.038 0.053
H -2.630403 3.878900 -2.737536 0.017 -0.013 0.007
H -1.841543 2.894805 -1.504192 -0.196 0.133 -0.028
H -3.356664 3.711464 -1.128596 -0.043 0.006 -0.017
H -3.837425 -0.781352 3.339390 0.007 0.006 0.016
H -2.880939 -1.855635 4.379847 0.010 0.025 -0.019
H -2.564302 -1.776699 2.644150 -0.012 0.060 0.036
H -0.751248 -1.202107 5.229980 -0.005 0.053 -0.041
H 1.225930 -0.511574 6.331444 -0.009 0.020 -0.017
H 1.384094 1.236347 6.551380 -0.010 -0.012 -0.007
H 2.308525 0.418906 5.293809 -0.055 0.015 0.043
H 0.978087 2.552486 4.147036 -0.059 -0.049 -0.019
H -0.062867 3.978277 2.595582 0.001 -0.025 -0.017
H -1.781343 3.759382 2.208445 0.021 -0.012 0.004
H -0.554006 2.973133 1.218314 -0.024 0.012 0.078
H 4.307890 -2.685246 -1.741369 0.005 0.058 0.007
H 2.903827 -3.728703 -1.583135 0.184 -0.047 0.077
H 4.520121 -4.381628 -1.258700 -0.002 0.013 0.035
H 3.515718 -5.192734 0.852738 0.059 0.219 0.065
H 2.511658 -5.891957 3.023027 0.138 0.059 0.073
H 2.428970 -4.750109 4.373483 0.011 -0.004 -0.027
H 3.979191 -5.447697 3.898477 -0.007 0.011 -0.004
H 2.973730 -2.383485 4.024796 -0.001 0.000 -0.047
H 3.513575 -0.136031 3.722002 0.025 -0.020 -0.077
H 2.424317 0.373800 2.426071 0.001 -0.053 -0.014
H 4.163785 0.483825 2.196618 0.039 -0.005 0.002
C 0.042957 -5.720318 1.864144 0.037 0.329 0.231
S 0.178325 -5.265708 0.160763 -0.317 -0.405 -0.199
O 1.524501 -5.575988 -0.255418 -0.104 0.040 0.102
O -0.885232 -5.950159 -0.550055 0.160 -0.303 0.016
O -0.156092 -3.797729 0.141869 0.054 -0.265 -0.621
H 0.458566 -6.722064 1.975475 -0.082 0.067 -0.021
H -1.011504 -5.693752 2.137616 0.088 0.006 -0.005
H 0.616855 -4.993614 2.447055 -0.172 -0.161 -0.082
```
Forces are in eV/Å.

The value obtained for the LUMO energy is 3.881 eV. The molecular weight is 1381.078 g/mol. For the energy above the lowest of the compared OMol25 structures with the same formula, charge and spin, the calculation gives 17.1 kcal/mol. The net charge is -2. The spin multiplicity is 1. For the total energy, the calculation gives -538798.4160 eV. The HOMO-LUMO gap is 0.2027 Eh.